1.
{
  "formula": "C34H40ClN11OSTi",
  "method": "ωB97M-V with the def2-TZVPD basis set",
  "species": ["Ti", "C", "C", "C", "C", "C", "H", "H", "H", "H", "H", "N", "C", "N", "C", "N", "N", "C", "N", "C", "C", "C", "C", "C", "N", "H", "H", "H", "H", "H", "H", "H", "H", "C", "C", "C", "C", "N", "C", "S", "N", "H", "H", "H", "H", "H", "C", "C", "C", "C", "C", "O", "C", "C", "C", "C", "C", "C", "Cl", "C", "C", "C", "N", "C", "N", "C", "N", "H", "H", "H", "H", "H", "H", "H", "H", "H", "H", "H", "H", "H", "H", "H", "H", "H", "H", "H", "H", "H", "H"],
  "positions_angstrom": [[-1.12815, 2.13878, 2.02419], [-1.95961, 3.88703, 3.49405], [-2.54504, 2.66615, 3.88130], [-1.51633, 1.80926, 4.32725], [-0.29330, 2.50595, 4.20623], [-0.57136, 3.79063, 3.68905], [-2.47668, 4.73441, 3.07525], [-3.59225, 2.41901, 3.81306], [-1.63936, 0.79991, 4.68774], [0.68325, 2.14197, 4.47845], [0.15387, 4.55789, 3.47211], [-0.92902, 5.36183, 0.67468], [-2.03323, 4.72461, 0.21522], [-2.80351, 5.41387, -0.62593], [-3.89194, 4.75579, -1.05041], [-4.66998, 5.41047, -1.95300], [-4.26154, 3.53529, -0.70123], [-3.44195, 2.91553, 0.17334], [-2.28787, 3.48461, 0.66121], [-3.77541, 1.61887, 0.62973], [-4.95982, 0.95385, 0.21206], [-5.28745, -0.25389, 0.74511], [-4.44475, -0.82360, 1.73879], [-3.30202, -0.15024, 2.07623], [-2.91284, 1.01248, 1.52274], [-0.69786, 6.20007, 0.16809], [-0.15531, 4.78357, 0.98354], [-4.51808, 6.39738, -2.05686], [-5.58703, 5.03861, -2.12171], [-5.58320, 1.44778, -0.51875], [-6.19126, -0.76277, 0.43625], [-4.69207, -1.75285, 2.23119], [-2.64164, -0.54787, 2.83892], [1.31246, 2.11933, -3.87470], [0.60104, 1.92380, -2.57134], [-0.60525, 1.22351, -2.49315], [-1.15867, 1.06547, -1.23939], [-0.56640, 1.55518, -0.15544], [0.59133, 2.23161, -0.31302], [1.20602, 2.86904, 1.16858], [1.19308, 2.42240, -1.48992], [2.11110, 1.37835, -3.96249], [1.77683, 3.10296, -3.89737], [0.63894, 2.00461, -4.72261], [-1.09221, 0.83369, -3.37533], [-2.10064, 0.54824, -1.08730], [2.49505, -5.04184, -1.60418], [1.39193, -4.81804, -0.56311], [0.02857, -5.00279, -1.23947], [1.55723, -5.88866, 0.52201], [1.54598, -3.38618, 0.05254], [2.87886, -3.20505, 0.51384], [1.13493, -2.29587, -0.95955], [1.85166, -0.94587, -0.82206], [3.22273, -0.91070, -1.45340], [4.34941, -0.59078, -0.70267], [5.60899, -0.53748, -1.28328], [5.74221, -0.80765, -2.63367], [7.31471, -0.74716, -3.37201], [4.63807, -1.12429, -3.40874], [3.38841, -1.17306, -2.81228], [0.69872, -3.28438, 1.33118], [0.58002, -1.93565, 1.85800], [-0.35097, -1.01885, 1.59621], [-0.06678, 0.10652, 2.22822], [1.09463, -0.19135, 2.87346], [1.51554, -1.41625, 2.68222], [2.33141, -5.99718, -2.10564], [3.47744, -5.08153, -1.13288], [2.51542, -4.26832, -2.37466], [-0.06554, -6.03467, -1.58259], [-0.09289, -4.35757, -2.11003], [-0.80481, -4.81464, -0.55920], [1.64298, -6.87145, 0.05528], [0.70115, -5.92817, 1.19822], [2.45972, -5.71179, 1.10831], [3.44836, -2.96412, -0.22598], [0.05466, -2.14149, -0.88466], [1.29697, -2.66118, -1.97423], [1.94054, -0.63771, 0.21894], [1.23430, -0.19954, -1.32125], [4.23805, -0.38108, 0.35464], [6.48014, -0.28656, -0.69417], [4.76019, -1.32529, -4.46421], [2.52420, -1.40990, -3.42405], [1.15920, -3.87956, 2.11496], [-0.31159, -3.64875, 1.15155], [-1.20209, -1.19146, 0.95889], [1.63745, 0.51487, 3.47501]],
  "atomic_forces_ev_per_a": [[0.0, 0.0, -0.1], [0.0, 0.0, 0.0], [0.0, 0.0, 0.0], [0.0, 0.0, 0.0], [0.0, 0.0, 0.0], [0.0, 0.0, 0.0], [0.0, 0.0, 0.0], [0.0, 0.0, 0.0], [0.0, 0.0, 0.0], [0.0, 0.0, 0.0], [0.0, 0.0, 0.0], [0.0, 0.0, 0.0], [0.0, 0.0, 0.0], [0.0, 0.0, 0.0], [0.0, 0.0, 0.0], [0.0, 0.0, 0.0], [0.0, 0.0, 0.0], [0.0, 0.0, 0.0], [0.0, 0.0, 0.0], [0.0, 0.0, 0.0], [0.0, 0.0, 0.0], [0.0, 0.0, 0.0], [0.0, 0.0, 0.0], [0.0, 0.0, 0.0], [0.0, 0.0, 0.0], [0.0, 0.0, 0.0], [0.0, 0.0, 0.0], [0.0, 0.0, 0.0], [0.0, 0.0, 0.0], [0.0, 0.0, 0.0], [0.0, 0.0, 0.0], [0.0, 0.0, 0.0], [0.0, 0.0, 0.0], [0.0, 0.0, 0.0], [0.0, 0.0, 0.0], [0.0, 0.0, 0.0], [0.0, 0.0, 0.0], [0.0, 0.0, 0.0], [0.0, 0.0, 0.0], [0.0, 0.0, 0.0], [0.0, 0.0, 0.0], [0.0, 0.0, 0.0], [0.0, 0.0, 0.0], [0.0, 0.0, 0.0], [0.0, 0.0, 0.0], [0.0, 0.0, 0.0], [0.0, 0.0, 0.0], [0.0, 0.0, 0.0], [0.0, 0.0, 0.0], [0.0, 0.0, 0.0], [0.0, 0.0, 0.0], [0.0, 0.0, 0.0], [0.0, 0.0, 0.0], [0.0, 0.0, 0.0], [0.0, 0.0, 0.0], [0.0, 0.0, 0.0], [0.0, 0.0, 0.0], [0.0, 0.0, 0.0], [0.0, 0.0, 0.0], [0.0, 0.0, 0.0], [0.0, 0.0, 0.0], [0.0, 0.0, 0.0], [0.0, 0.0, 0.0], [0.0, 0.0, 0.0], [0.0, 0.0, 0.0], [0.0, 0.0, 0.0], [0.0, 0.0, 0.0], [0.0, 0.0, 0.0], [0.0, 0.0, 0.0], [0.0, 0.0, 0.0], [0.0, 0.0, 0.0], [0.0, 0.0, 0.0], [0.0, 0.0, 0.0], [0.0, 0.0, 0.0], [0.0, 0.0, 0.0], [0.0, 0.0, 0.0], [0.0, 0.0, 0.0], [0.0, 0.0, 0.0], [0.0, 0.0, 0.0], [0.0, 0.0, 0.0], [0.0, 0.0, 0.0], [0.0, 0.0, 0.0], [0.0, 0.0, 0.0], [0.0, 0.0, 0.0], [0.0, 0.0, 0.0], [0.0, 0.0, 0.0], [0.0, 0.0, 0.0], [0.0, 0.0, 0.0], [0.0, 0.0, 0.0]],
  "charge": 0,
  "spin_multiplicity": 3,
  "orbital_gap_ev": [5.617, 8.227],
  "s_squared": 2.0160,
  "e_above_lowest_kcal_mol": 0.03
}

2.
{
  "formula": "C34H41MnN3O7PS",
  "method": "ωB97M-V with the def2-TZVPD basis set",
  "species": ["Mn", "C", "N", "C", "C", "O", "C", "O", "C", "C", "O", "N", "C", "C", "H", "H", "H", "H", "H", "H", "H", "H", "H", "H", "H", "H", "H", "H", "H", "H", "O", "S", "O", "O", "C", "C", "C", "C", "C", "C", "P", "C", "C", "C", "C", "C", "C", "C", "C", "C", "C", "C", "C", "H", "H", "H", "H", "H", "H", "H", "H", "H", "H", "H", "H", "H", "H", "O", "C", "C", "C", "C", "C", "C", "C", "C", "N", "H", "H", "H", "H", "H", "H", "H", "H", "H", "H", "H"],
  "positions_angstrom": [[0.24938, -1.52536, -0.31090], [1.46701, 4.03702, 3.83828], [1.41756, 3.59146, 2.45960], [1.46345, 4.65198, 1.46862], [1.33065, 2.30481, 2.05530], [1.32716, 1.98162, 0.87879], [1.20436, 1.24453, 3.15701], [0.78909, -0.00254, 2.64897], [1.70148, -1.05992, 2.80228], [2.60207, -1.23018, 1.58384], [2.14651, -1.08758, 0.43731], [3.88126, -1.56243, 1.77355], [4.76324, -1.77369, 0.63110], [4.46131, -1.79422, 3.09519], [2.39111, 4.58943, 4.02290], [1.42530, 3.20856, 4.53639], [0.62522, 4.70166, 4.04633], [0.70207, 5.39887, 1.70037], [1.26892, 4.23037, 0.48837], [2.44170, 5.13846, 1.46827], [0.44992, 1.56814, 3.87551], [2.15675, 1.16330, 3.69319], [1.11833, -1.98019, 2.88834], [2.27942, -0.93527, 3.71866], [4.23332, -1.52450, -0.28113], [5.08528, -2.81534, 0.59535], [5.64161, -1.13467, 0.72423], [4.54860, -0.87007, 3.66758], [5.46073, -2.19634, 2.95493], [3.88731, -2.52297, 3.66549], [-1.27093, -2.94370, -0.80542], [-1.67079, -3.15070, 0.62415], [-1.91686, -4.50392, 1.00182], [-0.62296, -2.43852, 1.40334], [-3.16334, -2.22503, 0.78209], [-4.28925, -2.85379, 1.28875], [-5.48443, -2.15352, 1.35149], [-5.54227, -0.84218, 0.90405], [-4.40511, -0.22191, 0.40824], [-3.19443, -0.90488, 0.33929], [-1.69601, -0.01094, -0.23371], [-2.11443, 0.47119, -1.93352], [-1.40146, 1.51185, -2.53271], [-1.60051, 1.81656, -3.86884], [-2.49771, 1.07366, -4.62607], [-3.19676, 0.02920, -4.04132], [-3.00904, -0.27161, -2.69854], [-1.88914, 1.47656, 0.81139], [-2.14857, 2.75509, 0.33403], [-2.34359, 3.80577, 1.22352], [-2.29583, 3.58295, 2.59014], [-2.04881, 2.30243, 3.07123], [-1.84043, 1.25576, 2.18853], [-4.21867, -3.88220, 1.61493], [-6.36974, -2.63471, 1.74464], [-6.47551, -0.29623, 0.94481], [-4.45639, 0.80869, 0.07729], [-0.68652, 2.08151, -1.95156], [-1.05041, 2.63134, -4.32221], [-2.65180, 1.31146, -5.67051], [-3.89534, -0.55292, -4.62800], [-3.55718, -1.09127, -2.25103], [-2.22275, 2.94151, -0.72773], [-2.55322, 4.79702, 0.84206], [-2.46828, 4.39909, 3.28027], [-2.03329, 2.11785, 4.13864], [-1.64233, 0.25776, 2.56553], [1.33577, -3.38427, -0.80489], [2.14815, -3.50593, -1.97953], [1.33101, -3.64104, -3.25244], [0.30479, -2.51856, -3.48842], [0.92413, -1.16881, -3.30572], [1.46047, -0.48206, -4.38834], [2.13511, 0.70631, -4.18627], [2.25298, 1.18969, -2.89371], [1.67555, 0.47440, -1.86321], [1.02285, -0.68398, -2.05539], [0.61454, -4.02810, -0.85423], [2.80613, -4.37062, -1.86841], [2.76753, -2.60990, -1.99720], [0.80519, -4.60001, -3.25106], [2.03884, -3.67677, -4.08535], [-0.54203, -2.63010, -2.81597], [-0.07605, -2.60606, -4.50636], [1.34959, -0.89807, -5.38078], [2.56232, 1.24431, -5.02279], [2.77043, 2.11399, -2.67754], [1.71671, 0.83149, -0.84521]],
  "atomic_forces_ev_per_a": [[0.1, -0.6, -0.1], [0.0, 0.0, 0.0], [0.0, 0.0, 0.0], [0.0, 0.0, 0.0], [-0.1, -0.1, 0.0], [0.1, -0.1, -0.1], [0.0, 0.0, 0.1], [0.2, 0.0, -0.1], [0.0, 0.0, 0.0], [0.0, 0.1, 0.0], [-0.3, 0.1, 0.1], [0.0, 0.0, 0.0], [0.0, 0.0, 0.0], [0.0, 0.0, 0.0], [0.0, 0.0, 0.0], [0.0, 0.0, 0.0], [0.0, 0.0, 0.0], [0.0, 0.0, 0.0], [0.0, 0.0, 0.0], [0.0, 0.0, 0.0], [0.0, 0.0, 0.0], [0.0, 0.0, 0.0], [0.0, 0.0, 0.0], [0.0, 0.0, 0.0], [0.0, 0.0, 0.0], [0.0, 0.0, 0.0], [0.0, 0.0, 0.0], [0.0, 0.0, 0.0], [0.0, 0.0, 0.0], [0.0, 0.0, 0.0], [-0.1, 0.1, 0.2], [0.1, 0.0, -0.2], [0.0, 0.0, 0.0], [0.1, 0.0, -0.1], [0.0, 0.0, 0.0], [0.0, 0.0, 0.0], [0.0, 0.0, 0.0], [0.0, 0.0, 0.0], [0.0, 0.0, 0.0], [0.0, 0.0, 0.0], [0.1, 0.1, 0.1], [0.1, 0.1, 0.0], [0.0, -0.1, 0.0], [0.0, 0.0, 0.0], [0.0, 0.0, 0.0], [0.0, 0.0, 0.0], [0.0, 0.0, 0.0], [0.0, 0.0, 0.0], [0.0, 0.0, 0.0], [0.0, 0.0, 0.0], [0.0, 0.0, 0.0], [0.0, 0.0, 0.0], [0.0, 0.0, 0.0], [0.0, 0.0, 0.0], [0.0, 0.0, 0.0], [0.0, 0.0, 0.0], [0.0, 0.0, 0.0], [0.1, 0.0, 0.0], [0.0, 0.0, 0.0], [0.0, 0.0, 0.0], [0.0, 0.0, 0.0], [0.0, 0.0, 0.0], [0.0, 0.0, 0.0], [0.0, 0.0, 0.0], [0.0, 0.0, 0.0], [0.0, 0.0, 0.0], [0.0, 0.1, 0.0], [-0.1, 0.2, 0.1], [0.0, 0.0, 0.0], [0.0, 0.0, 0.0], [0.0, 0.0, 0.0], [0.0, 0.0, 0.0], [0.0, 0.0, 0.0], [0.0, 0.0, 0.0], [0.0, 0.0, 0.0], [0.0, 0.0, -0.1], [0.0, 0.1, 0.0], [0.0, 0.0, 0.0], [0.0, 0.0, 0.0], [0.0, 0.0, 0.0], [0.0, 0.0, 0.0], [0.0, 0.0, 0.0], [0.0, 0.0, 0.0], [0.0, 0.0, 0.0], [0.0, 0.0, 0.0], [0.0, 0.0, 0.0], [0.0, 0.0, 0.0], [0.0, 0.0, 0.0]],
  "charge": 1,
  "spin_multiplicity": 2,
  "orbital_gap_ev": [9.360, 8.811],
  "s_squared": 1.0683
}